1.
This record from the OMol25 dataset describes a cluster of 2 separate species, C4H6N2O in total in a non-equilibrium geometry. The level of theory is the ωB97M-V functional and the def2-TZVPD basis.

```
13
Properties=species:S:1:pos:R:3:forces:R:3
C -3.0723 -0.7493 -0.5740 -4.3210 1.0955 -0.8329
C 0.3870 1.8552 0.0892 1.0502 -0.5586 -0.1067
C -0.8915 -1.0180 0.4475 1.1650 -2.6619 -1.1176
C 2.2381 0.3119 -0.2545 0.5727 3.0952 2.4241
N -2.0538 -0.9929 -0.0439 0.6348 -0.0024 1.4147
N 0.9031 0.7974 0.0373 0.7911 -1.6996 -0.5961
O -0.1263 2.8733 0.1850 -1.6484 2.4551 0.2181
H -4.1217 -1.1594 -0.3989 1.8966 -0.1184 -0.4737
H -0.6569 -0.9096 1.4767 -0.1617 0.7709 0.5553
H -0.2559 -1.6729 -0.1652 0.2685 0.3524 0.5753
H 2.7291 0.3419 0.8244 -0.1039 0.0539 -2.5946
H 2.2572 -0.6738 -0.5729 -0.2950 -1.8468 -0.6903
H 2.6639 0.9963 -1.0507 0.1512 -0.9354 1.2244
```
Positions in Å, forces in eV/Å.

Frontier orbital gap: 0.2982 Eh
Calculated total energy: -340.619768 a.u.
LUMO: 0.026 hartree
Total charge: 0

2.
This record from the OMol25 dataset describes an isolated molecule of C4H6N2O in a non-equilibrium geometry. The level of theory is the ωB97M-V functional and the def2-TZVPD basis.

```
13
Properties=species:S:1:pos:R:3:forces:R:3
N 0.2401 -2.1232 -0.8708 0.0116 -0.2465 -0.0136
C 0.0751 -0.7859 -0.4694 -0.0553 0.0751 -0.2406
C 0.4233 0.3133 -1.2014 -0.1194 -0.3456 0.1096
N 0.2300 1.4463 -0.4320 -0.7445 -0.1548 0.6883
C -0.4156 1.0304 0.7918 1.0917 -0.3259 -0.6741
O -0.4292 1.6562 2.0196 0.2547 0.7063 -0.5581
C -0.4658 -0.3416 0.7519 0.0008 -0.0078 -0.0614
H 1.1806 -2.2696 -1.2162 -0.1437 -0.1222 -0.0076
H 0.0875 -2.7442 -0.0868 0.0142 -0.0625 -0.1392
H 0.6552 0.3333 -2.2603 0.1746 0.2965 0.2981
H 0.3666 2.3236 -0.9327 -0.4702 -0.0457 1.1674
H -1.1971 2.2036 2.2156 -0.0808 -0.0320 -0.5410
H -0.7746 -0.9812 1.5707 0.0662 0.2650 -0.0278
```
Positions in Å, forces in eV/Å.

Frontier orbital gap: 0.3028 Eh
SMILES string: Nc1c[nH]c(O)c1
Calculated total energy: -340.734059 a.u.
LUMO: 0.031 hartree
Total charge: 0

3.
This record from the OMol25 dataset describes an isolated molecule of C4H6N2O in a non-equilibrium geometry. The level of theory is the ωB97M-V functional and the def2-TZVPD basis.

```
13
Properties=species:S:1:pos:R:3:forces:R:3
C -1.2429 0.9972 -1.2709 -0.3564 0.2214 -0.0712
C -0.6855 0.7997 0.1100 -1.3008 0.9177 0.5980
C 1.3645 0.0967 0.7071 -1.0301 -0.2240 -0.0898
C 0.7069 -1.2255 1.1372 1.2773 -0.4410 -0.8301
N 0.7063 1.0671 0.1860 0.9224 -1.3640 0.7776
N 0.7653 -2.2729 0.3923 -0.5912 1.1387 0.9582
O -1.3810 0.5764 1.0886 0.9908 0.0785 -1.0013
H 1.1551 -2.0560 -0.5316 0.1145 0.0230 0.2558
H 2.4544 0.1107 0.8474 -0.3230 0.4283 -0.1547
H 0.3207 -1.2431 2.1673 0.0084 -0.3302 -0.5033
H -2.3064 1.2407 -1.2017 0.1357 -0.2710 0.0332
H -1.1122 0.0822 -1.8537 0.0112 0.0615 -0.0254
H -0.7452 1.8268 -1.7782 0.1413 -0.2388 0.0532
```
Positions in Å, forces in eV/Å.

Frontier orbital gap: 0.3680 Eh
SMILES string: [H]/N=C\C=N/C(C)=O
Calculated total energy: -340.721939 a.u.
LUMO: 0.006 hartree
Total charge: 0

4.
This record from the OMol25 dataset describes an isolated molecule of C4H6N2O in a non-equilibrium geometry. The level of theory is the ωB97M-V functional and the def2-TZVPD basis.

```
13
Properties=species:S:1:pos:R:3:forces:R:3
C 1.1946 1.2142 0.0975 3.4739 2.9656 1.1300
C 0.0174 -0.6278 -0.2097 -0.5302 -0.5320 -0.5068
C -1.1803 -1.1389 -0.0368 -3.2788 2.2261 0.9450
C 1.2649 -1.2012 -0.1483 13.7110 -1.9179 0.2329
H 2.2521 0.5729 0.1209 -3.4384 1.5988 -0.4271
H 1.5735 2.0954 -0.4776 -1.0589 -0.3670 0.4423
H 1.1384 1.5183 1.2259 -0.7919 -0.5662 -2.0068
H -1.5023 -2.1120 0.2401 0.3174 -0.8484 -0.2056
H -2.0550 0.9462 0.0116 -0.7347 -4.6823 -0.3957
H -3.0493 -0.5836 -0.2098 -5.1670 -1.4894 -1.0824
N -2.2493 -0.1921 0.0072 6.4157 3.7146 1.2269
N 2.6168 -1.1909 -0.1034 -12.6896 -1.2706 -0.5327
O -0.0214 0.6994 -0.5177 3.7715 1.1688 1.1799
```
Positions in Å, forces in eV/Å.

Frontier orbital gap: 0.3175 Eh
SMILES string: CO/C(C#N)=C\N
Calculated total energy: -340.568812 a.u.
LUMO: 0.006 hartree
Total charge: 0

5.
This record from the OMol25 dataset describes a cluster of 2 separate species, C4H6N2O in total in a non-equilibrium geometry. The level of theory is the ωB97M-V functional and the def2-TZVPD basis.

```
13
Properties=species:S:1:pos:R:3:forces:R:3
C 0.1408 2.2994 0.0903 -0.2915 0.1312 2.4491
C -0.3498 -0.5497 0.3927 -2.2206 1.6780 0.0852
C -2.7287 -0.6448 0.0107 -3.9908 -0.8956 1.1629
C 1.9089 -0.9717 0.8020 2.0011 1.0029 -0.1261
N 0.4974 2.1295 -0.9629 0.7057 -0.0969 -2.8081
N -1.4915 -0.9277 0.0779 4.8867 -2.6176 -0.2269
O 0.8064 -0.8892 -0.0976 0.6744 -0.9577 0.0798
H -3.5783 -1.3155 0.1311 0.8287 -0.9433 -0.0775
H -3.1190 0.2211 -0.3263 -0.4552 3.5533 -0.7421
H -0.0285 2.3501 1.1329 -0.3662 0.2267 0.2725
H 2.8330 -0.7494 0.1752 -1.2259 0.0000 0.7965
H 2.0518 -2.0097 1.1120 -0.3631 0.2163 0.4377
H 1.8638 -0.2149 1.6678 -0.1832 -1.2974 -1.3029
```
Positions in Å, forces in eV/Å.

Frontier orbital gap (spin up / spin down): 0.2535 / 0.3336 Eh
Calculated total energy: -340.533256 a.u.
LUMO (spin up / spin down): 0.035 / -0.037 hartree
Multiplicity: 3
Total charge: 0

6.
This record from the OMol25 dataset describes an isolated molecule of C4H6N2O2 in a non-equilibrium geometry. The level of theory is the ωB97M-V functional and the def2-TZVPD basis.

```
14
Properties=species:S:1:pos:R:3:forces:R:3
C 1.2138 -1.2942 -1.1246 0.0162 0.3743 -0.5015
C 0.3920 0.7271 1.3605 0.2911 -0.0998 0.1361
N -0.2417 -0.1238 0.3849 1.5117 -1.8106 -0.9908
C -1.3049 0.0975 -0.3930 -1.1309 0.8722 0.7090
O 0.4882 -1.3261 0.0917 -0.9539 0.9595 1.1254
C -2.0137 1.3627 0.0764 0.0437 -0.7114 -0.8093
O -1.7680 -0.5868 -1.2689 0.3290 0.1446 0.0323
N -2.6531 2.2832 0.3147 0.0024 0.1866 0.1692
H 1.9241 -0.4615 -1.1513 -0.0264 -0.0546 0.0422
H 1.7549 -2.2383 -1.1448 -0.0058 0.0496 0.0488
H 0.5427 -1.2424 -1.9854 0.0468 0.0074 0.0940
H -0.2800 1.5361 1.6343 0.0198 -0.0272 -0.0078
H 0.6238 0.1275 2.2424 -0.0884 0.0717 -0.0550
H 1.3221 1.1390 0.9631 -0.0554 0.0376 0.0072
```
Positions in Å, forces in eV/Å.

Frontier orbital gap: 0.4083 Eh
SMILES string: CON(C)C(=O)C#N
Calculated total energy: -415.922139 a.u.
LUMO: 0.024 hartree
Total charge: 0

7.
This record from the OMol25 dataset describes an isolated molecule of C4H6N2O2 in a non-equilibrium geometry. The level of theory is the ωB97M-V functional and the def2-TZVPD basis.

```
14
Properties=species:S:1:pos:R:3:forces:R:3
C -1.7429 -0.0304 0.0542 -3.6954 -0.1430 -6.7487
C -0.6966 -0.4166 0.8630 6.2698 -1.3389 1.0739
C 2.3407 0.9149 0.0838 5.2553 2.0791 1.5551
C 2.5364 -0.5155 -0.4941 0.9917 -0.2662 -0.4891
H -2.7135 1.3394 -0.9859 1.3015 -0.4465 3.6418
H -1.1551 -1.0708 1.5342 0.1304 -1.2809 1.8103
H 2.4954 0.8822 1.1681 0.2289 0.3823 -0.1858
H 2.7934 1.9311 -0.4032 -1.7771 -2.5768 0.8330
H 2.6204 -1.3585 0.4391 0.1870 2.2978 -3.3329
H 2.8619 -0.6812 -1.6672 -0.7583 0.2300 3.5394
N 0.6094 -0.6093 0.6622 -3.6862 2.4837 1.7807
N 1.2759 0.2190 -0.3180 -4.2861 -3.6443 -2.5222
O -2.2701 1.2651 0.0015 -0.3064 -2.2353 -3.4303
O -2.0706 -1.0181 -0.6934 0.1448 4.4589 2.4750
```
Positions in Å, forces in eV/Å.

Frontier orbital gap: 0.3417 Eh
SMILES string: O=C(O)/C=N\N1CC1
Calculated total energy: -415.803989 a.u.
LUMO: 0.009 hartree
Total charge: 0

8.
This record from the OMol25 dataset describes a cluster of 2 separate species, C4H6N2O2 in total in a non-equilibrium geometry. The level of theory is the ωB97M-V functional and the def2-TZVPD basis.

```
14
Properties=species:S:1:pos:R:3:forces:R:3
C 1.2803 1.7807 -0.0226 -0.7949 1.9321 -1.8432
C -0.1283 -0.6989 0.6489 3.7636 1.3726 2.6747
C -1.4990 -1.2904 -1.4253 -0.9625 -0.1388 1.3143
C 1.4711 0.8526 0.9616 -2.8839 -1.3105 2.5201
N 0.9590 2.4987 -0.8759 0.1116 -0.3207 0.1432
N -0.6220 -0.4654 -0.4823 -2.5777 1.0677 -4.3488
O 0.0319 -1.5010 1.4851 -0.7590 -1.0104 0.5102
O 1.4836 1.3250 2.3148 1.2581 -0.8955 -1.5824
H -1.4568 -2.3734 -1.3088 0.5692 0.1526 0.7014
H -2.6038 -1.0732 -1.3766 1.2581 0.3636 0.2758
H -1.1588 -1.1213 -2.4137 0.3885 0.5423 -0.8761
H 2.1299 0.0899 0.7216 1.6482 -1.1210 0.1369
H -0.4777 0.5092 -0.8084 -0.0264 -0.8205 0.1032
H 0.5907 1.4675 2.5814 -0.9930 0.1863 0.2708
```
Positions in Å, forces in eV/Å.

Frontier orbital gap: 0.3193 Eh
Calculated total energy: -415.905375 a.u.
LUMO: 0.010 hartree
Total charge: 0

9.
This record from the OMol25 dataset describes an isolated molecule of C4H6N2O2 in a non-equilibrium geometry. The level of theory is the ωB97M-V functional and the def2-TZVPD basis.

```
14
Properties=species:S:1:pos:R:3:forces:R:3
C -1.3224 -0.6048 -0.3398 -0.4461 4.8781 2.3063
C 0.1558 0.0351 -0.3609 -3.4228 -0.0715 -2.3054
C 0.8383 0.2585 2.7850 -7.4388 2.9295 -1.3418
C 0.5899 0.3281 -1.6997 1.7539 4.9564 -7.4599
H -2.1250 -0.2260 -1.1194 2.2625 -0.9223 1.3102
H -1.0423 -1.5935 -0.3662 -0.4474 -2.6449 -0.1193
H -1.6560 -0.2163 0.7620 0.3540 -1.5743 -2.8644
H 0.3901 0.7345 3.7238 1.2360 -1.7802 -0.6432
H 1.8034 0.0347 2.5093 2.2233 -0.2734 0.0179
H 0.4401 -0.4900 -3.4344 1.8792 1.7023 -5.2176
N 0.8142 0.5098 0.5728 -1.7183 -0.5970 2.7670
N -0.0957 0.4227 1.7976 6.7887 0.2550 2.6270
O 0.1658 -0.6870 -2.6203 -0.6530 0.2780 7.4607
O 1.0439 1.4942 -2.2097 -2.3714 -7.1357 3.4627
```
Positions in Å, forces in eV/Å.

Frontier orbital gap: 0.3600 Eh
SMILES string: C=N/N=C(\C)C(=O)O
Calculated total energy: -415.840788 a.u.
LUMO: -0.017 hartree
Total charge: 0

Calculated energy relative to the best compared isomer or geometry (same formula, charge and spin) in order - 109.9, 38.2, 45.8, 141.9, 41.2, 74.3, 148.5, 84.9, 125.4 kcal per mole